74
Properties=species:S:1:pos:R:3:forces:R:3 method="wB97M-V/def2-TZVPD" e_above_lowest_ev=2.322 total_charge=+1 lumo_ev=-4.06
C 1.299 0.661 -3.677 0.62 -0.41 -0.23
C 2.793 0.126 -3.425 0.74 1.37 -1.09
O 3.817 0.779 -3.689 -3.08 -2.18 1.15
O 2.866 -1.200 -2.867 -0.17 2.41 0.55
C 3.381 -1.041 -1.496 0.94 -0.48 -0.08
C 3.011 -2.346 -0.659 1.14 -0.01 -0.08
C 2.609 -2.087 0.864 -1.26 -0.28 -0.46
C 1.607 -0.864 1.109 0.03 -0.31 1.57
C 1.421 -0.746 2.730 0.75 0.94 -1.26
C 2.326 0.493 3.226 -0.10 -0.17 1.20
C 3.861 0.123 3.464 0.77 0.72 0.42
C 4.650 1.490 3.838 -1.52 0.13 -0.02
S 6.517 1.292 3.668 0.06 0.14 0.84
H 0.838 1.046 -2.706 0.72 -0.72 -1.25
H 0.637 -0.197 -4.048 1.02 1.27 0.64
H 1.309 1.517 -4.442 0.21 -1.38 1.17
H 3.005 -0.061 -1.063 0.20 -1.32 -0.39
H 4.513 -0.950 -1.604 -1.38 -0.03 0.36
H 3.960 -2.997 -0.637 -1.44 0.82 -0.11
H 2.247 -2.948 -1.254 0.71 1.01 1.03
H 2.046 -3.030 1.213 0.90 1.37 -0.41
H 3.494 -1.986 1.579 -0.94 -0.07 -1.22
H 2.016 0.153 0.789 -0.58 -1.55 0.04
H 0.568 -1.020 0.666 1.61 0.12 0.19
H 0.324 -0.529 2.932 1.49 -0.35 0.12
H 1.790 -1.710 3.216 -0.79 1.31 -0.43
H 1.926 0.866 4.242 0.61 -0.51 -1.44
H 2.283 1.386 2.525 -0.14 -1.23 0.65
H 4.399 -0.310 2.563 -1.00 0.40 0.92
H 4.000 -0.574 4.355 -0.32 0.68 -1.28
H 4.275 2.354 3.202 0.85 -1.12 0.50
H 4.491 1.802 4.928 0.53 -0.60 -1.50
H 7.045 2.422 3.040 -0.61 -1.24 -0.15
H 6.809 0.171 2.893 -0.49 1.32 -0.09
C 4.022 -2.829 -7.294 0.07 -0.10 -0.02
S 3.485 -1.105 -7.316 0.13 0.13 -0.22
O 3.640 -0.607 -8.715 0.02 -0.20 0.43
C 4.871 -0.463 -6.355 0.16 -0.04 -0.06
H 3.313 -3.419 -7.876 0.00 0.14 0.02
H 5.016 -2.916 -7.737 -0.05 0.10 -0.01
H 4.036 -3.193 -6.265 -0.04 0.07 -0.02
H 5.812 -0.696 -6.857 -0.10 -0.04 -0.10
H 4.857 -0.903 -5.357 -0.06 0.05 -0.04
H 4.762 0.618 -6.273 -0.10 -0.12 -0.01
C -3.319 1.865 -2.530 -0.03 0.07 -0.20
S -2.369 0.884 -1.351 -0.38 0.00 0.03
O -1.170 0.351 -2.078 -0.20 -0.01 0.10
C -3.558 -0.467 -1.219 -0.02 -0.25 -0.09
H -2.738 2.751 -2.788 0.08 -0.12 0.06
H -3.511 1.281 -3.432 0.13 -0.07 0.06
H -4.260 2.171 -2.072 0.14 -0.11 0.08
H -3.733 -0.906 -2.203 0.16 0.05 -0.02
H -4.491 -0.090 -0.804 0.16 0.06 -0.05
H -3.146 -1.226 -0.551 0.11 0.10 -0.07
C -7.097 3.440 0.388 -0.03 -0.02 -0.14
S -5.771 2.413 1.056 -0.19 0.04 0.24
O -5.110 1.726 -0.100 -0.43 0.23 0.28
C -6.851 1.208 1.856 -0.07 -0.14 -0.19
H -6.648 4.248 -0.191 0.06 -0.09 0.08
H -7.741 2.844 -0.260 0.08 -0.04 0.04
H -7.678 3.864 1.209 0.09 -0.05 0.01
H -7.511 0.750 1.117 0.07 0.10 -0.10
H -7.440 1.704 2.629 0.16 -0.01 0.03
H -6.231 0.438 2.315 -0.03 0.24 -0.07
C -3.673 0.020 6.194 0.00 0.00 0.11
S -4.513 0.143 4.601 -0.14 0.09 0.13
O -5.646 1.102 4.765 0.30 -0.32 0.05
C -5.206 -1.524 4.624 -0.07 -0.04 0.06
H -3.194 0.977 6.406 -0.09 -0.03 -0.11
H -4.395 -0.206 6.980 -0.03 0.02 -0.10
H -2.912 -0.761 6.146 -0.04 0.02 -0.06
H -5.834 -1.654 5.507 0.03 0.09 -0.02
H -4.396 -2.255 4.627 0.00 0.06 -0.03
H -5.810 -1.659 3.726 0.08 0.08 0.04

=====

88
Properties=species:S:1:pos:R:3:forces:R:3 method="wB97M-V/def2-TZVPD" s_squared=0.753 spin_multiplicity=2 lumo_ev="-0.71 / -3.60"
N -0.120 -1.160 -1.616 -0.92 0.82 -1.23
H 0.375 -1.117 -0.737 0.59 -0.18 0.80
H -0.991 -0.649 -1.592 -0.70 0.59 0.72
H -0.341 -2.065 -2.005 0.14 -1.36 0.58
H 0.331 -0.720 -2.406 0.79 0.44 0.37
N -0.461 -3.672 -2.458 -6.57 0.04 1.28
S -1.804 -4.414 -1.530 -5.61 -0.02 0.54
O -1.617 -4.698 -0.102 0.61 0.51 -2.73
O -2.764 -5.303 -2.245 3.24 2.51 1.26
F -2.595 -3.000 -1.461 0.34 -0.32 -0.24
S 0.415 -4.801 -2.056 9.80 -4.92 -0.43
O 0.156 -6.141 -2.564 -0.91 1.60 1.32
O 1.175 -4.654 -0.823 -1.67 -0.27 -0.40
F 1.573 -4.343 -3.059 0.61 0.29 -0.80
O 1.171 -0.043 -3.615 0.60 0.47 -0.81
H 1.849 0.571 -3.959 0.00 -0.10 0.01
C 4.007 -1.595 0.270 -0.44 0.76 -1.44
C 3.425 -1.821 -1.029 1.44 0.94 1.13
C 4.019 -1.265 -2.191 -0.94 -0.86 0.53
C 5.135 -0.446 -2.125 0.08 0.46 1.98
C 5.590 -0.141 -0.799 1.17 -0.08 -1.28
C 5.103 -0.740 0.356 -0.66 0.07 -1.38
N 5.766 0.151 -3.357 0.63 0.08 -0.80
O 5.224 -0.071 -4.461 0.72 0.42 2.24
O 6.823 0.793 -3.225 -2.03 -1.11 0.01
H 3.568 -1.837 1.226 -0.39 -0.80 -0.36
H 2.496 -2.360 -1.143 0.16 -0.32 0.15
H 3.512 -1.542 -3.103 0.33 0.20 -0.39
H 6.437 0.504 -0.614 0.08 0.28 -0.61
H 5.531 -0.420 1.295 -0.02 -0.21 0.12
O 1.256 -1.079 0.874 -0.80 0.59 -0.35
P 0.854 -0.849 2.278 -1.12 0.19 2.21
N -0.837 -1.053 2.636 0.28 0.41 -0.73
C -1.263 -1.667 3.890 0.68 -0.82 0.02
C -1.816 -1.471 1.584 0.87 -0.16 0.08
N 1.299 0.719 2.885 -0.23 -1.58 -1.76
C 2.545 1.297 2.406 -0.04 0.38 -0.40
C 0.721 1.440 4.000 -0.17 -0.95 0.30
N 1.633 -1.971 3.275 -0.78 0.82 0.08
C 1.267 -3.403 3.267 0.45 -0.06 -0.07
C 2.342 -1.491 4.457 1.20 -1.20 -0.66
H -0.580 -1.545 4.731 -0.12 0.84 0.02
H -1.229 -2.752 3.795 -0.41 -0.30 -0.27
H -2.296 -1.405 4.120 0.18 0.34 0.17
H -1.889 -2.559 1.595 0.44 -0.25 -0.50
H -1.523 -1.070 0.614 -0.11 -0.21 0.13
H -2.858 -1.206 1.765 0.16 0.82 0.46
H 2.426 2.331 2.080 -0.51 0.31 0.14
H 3.289 1.362 3.200 0.36 -0.43 -0.02
H 2.907 0.834 1.488 0.13 -0.56 0.38
H -0.369 1.399 3.995 -0.02 0.26 -0.27
H 1.017 0.962 4.934 0.17 0.22 0.37
H 1.110 2.458 3.990 -0.31 0.00 -0.03
H 2.151 -4.038 3.341 0.42 0.25 -0.34
H 0.696 -3.753 4.126 -0.44 0.53 0.15
H 0.755 -3.701 2.352 -0.05 0.27 -0.05
H 1.752 -1.132 5.301 -0.11 -0.10 -0.02
H 3.149 -0.806 4.199 -0.43 0.59 -0.08
H 2.947 -2.361 4.712 -0.18 -0.11 0.85
O -1.995 0.831 -1.240 0.17 0.40 0.16
P -2.520 2.213 -1.346 -1.35 2.45 1.31
N -3.329 2.741 0.093 1.47 -1.68 -1.59
C -4.002 4.006 0.216 -0.63 0.35 -0.29
C -3.566 1.702 1.118 0.05 1.30 -0.32
N -3.701 2.446 -2.543 0.34 0.60 1.43
C -3.178 2.365 -3.869 -0.13 0.02 -0.68
C -5.013 1.778 -2.432 0.50 -0.81 0.78
N -1.334 3.400 -1.621 1.06 -1.14 -0.31
C 0.157 3.096 -1.619 -1.83 0.12 0.50
C -1.607 4.781 -1.919 -0.66 0.96 0.37
H -4.124 4.528 -0.734 0.13 -0.35 -0.16
H -3.518 4.725 0.876 0.24 -0.12 0.29
H -5.030 3.879 0.556 -0.11 -0.17 0.28
H -3.903 2.275 1.982 -0.40 -0.44 0.17
H -2.648 1.205 1.430 -0.06 -0.14 -0.30
H -4.311 1.012 0.722 -0.05 -0.31 0.59
H -4.001 2.766 -4.461 0.56 -0.05 -0.79
H -2.253 2.933 -3.972 -0.20 0.22 -0.09
H -2.939 1.336 -4.138 -0.15 -0.23 -0.38
H -4.818 0.724 -2.231 -0.28 -0.32 0.06
H -5.656 2.146 -1.633 0.34 0.31 0.12
H -5.617 1.786 -3.340 0.45 0.48 -0.23
H 0.692 3.706 -2.347 -0.32 -0.22 -0.44
H 0.542 3.428 -0.655 0.18 -0.41 0.17
H 0.269 2.025 -1.787 0.35 0.19 0.11
H -0.926 5.506 -1.472 1.07 -0.53 -0.13
H -2.471 5.203 -1.405 -0.59 -0.65 -0.57
H -1.648 4.963 -2.993 -0.15 0.21 -0.07

=====

73
Properties=species:S:1:pos:R:3:forces:R:3 method="wB97M-V/def2-TZVPD" e_above_lowest_ev=0.417 total_charge=+2 lumo_ev=-6.06
Ga -1.813 -0.344 2.097 0.09 0.72 0.22
C -3.491 0.557 -0.419 0.09 0.04 -0.09
C -2.631 -0.444 -1.191 0.03 -0.02 0.04
S -1.251 -1.169 -0.212 0.23 0.02 0.03
C 0.074 -3.409 1.781 -0.04 -0.09 0.05
C 0.242 -3.268 3.087 -0.01 -0.04 -0.02
S 0.065 0.420 2.998 0.05 -0.07 -0.02
C -0.585 0.524 4.709 0.00 0.07 -0.07
C -1.567 1.673 4.903 -0.02 -0.07 0.01
S -3.018 1.528 3.815 -0.03 -0.10 0.07
C -2.910 3.025 2.805 -0.02 -0.01 0.01
C -3.469 2.777 1.410 0.01 0.03 -0.05
S -2.375 1.648 0.502 -0.03 -0.27 0.17
H -4.152 0.053 0.285 -0.04 0.00 -0.02
H -4.097 1.134 -1.117 0.01 0.00 -0.02
H -2.198 0.006 -2.078 -0.04 0.02 -0.02
H -3.244 -1.289 -1.501 0.01 -0.01 -0.02
H 0.763 -2.971 1.066 -0.02 0.01 0.04
H -0.734 -4.007 1.375 0.02 0.01 -0.02
H 1.064 -2.696 3.500 -0.02 0.01 -0.01
H -0.422 -3.749 3.796 0.00 0.02 -0.02
H 0.277 0.671 5.359 0.01 0.01 0.00
H -1.038 -0.428 4.983 0.01 -0.01 0.03
H -1.095 2.633 4.705 0.03 0.00 0.01
H -1.935 1.677 5.929 0.02 0.02 0.01
H -1.868 3.340 2.756 0.00 0.01 -0.02
H -3.494 3.810 3.283 0.04 0.05 -0.02
H -3.496 3.715 0.858 -0.08 0.00 -0.01
H -4.476 2.360 1.434 0.01 -0.03 0.04
C -3.227 -1.589 2.574 -0.03 -0.17 -0.19
H -3.307 -1.634 3.659 0.00 0.00 0.01
H -3.008 -2.583 2.188 -0.04 -0.02 0.02
H -4.187 -1.256 2.181 -0.03 -0.01 0.04
C 1.866 1.986 -3.689 0.10 -0.05 -0.08
Si 0.440 1.996 -2.509 0.09 -0.10 0.12
C -1.178 1.920 -3.402 -0.17 -0.03 -0.04
C 0.594 3.365 -1.275 -0.02 0.12 0.12
Sb 0.872 -0.234 -1.149 -0.36 0.03 -0.23
Si 3.034 0.166 0.376 -0.18 -0.34 -0.23
C 4.160 0.161 -1.104 0.10 -0.02 -0.11
C 3.170 -1.332 1.436 0.06 -0.06 0.19
C 3.051 1.791 1.225 -0.04 0.18 0.08
Si 1.078 -2.305 -2.788 0.19 0.23 0.10
C 2.139 -1.728 -4.189 0.11 0.04 -0.12
C -0.654 -2.659 -3.314 -0.20 -0.01 -0.04
C 1.861 -3.643 -1.786 0.02 -0.14 0.10
H 1.827 2.911 -4.275 0.00 -0.01 0.03
H 1.825 1.153 -4.388 0.02 0.00 -0.04
H 2.830 1.964 -3.179 0.02 0.01 -0.02
H -1.170 2.694 -4.175 -0.01 0.00 0.03
H -2.027 2.118 -2.745 0.00 0.00 -0.03
H -1.324 0.963 -3.906 -0.03 0.04 -0.04
H 0.215 4.295 -1.708 0.01 -0.02 0.01
H 1.645 3.522 -1.027 -0.05 0.04 0.00
H 0.040 3.165 -0.357 0.02 0.05 -0.01
H 3.864 -0.541 -1.886 0.07 0.01 0.03
H 5.161 -0.134 -0.774 -0.02 0.03 -0.01
H 4.238 1.159 -1.537 0.02 -0.03 -0.03
H 2.811 -2.228 0.932 0.08 -0.04 0.01
H 2.599 -1.197 2.356 0.00 -0.04 -0.02
H 4.220 -1.491 1.700 -0.03 0.00 0.03
H 2.732 2.601 0.570 0.06 0.00 0.05
H 4.092 1.981 1.511 -0.04 0.02 0.01
H 2.437 1.797 2.121 -0.04 0.03 0.07
H 1.596 -1.048 -4.846 0.03 0.01 -0.02
H 2.433 -2.596 -4.788 -0.02 0.02 0.02
H 3.055 -1.240 -3.855 0.00 -0.01 -0.07
H -1.129 -1.786 -3.767 -0.01 -0.04 -0.02
H -1.267 -3.010 -2.483 -0.02 -0.02 -0.04
H -0.630 -3.450 -4.070 -0.02 0.02 0.01
H 2.711 -3.276 -1.210 0.05 -0.04 -0.01
H 2.234 -4.420 -2.460 -0.02 -0.01 0.02
H 1.148 -4.108 -1.104 0.03 0.00 0.03

=====

no.,DFT total energy (a.u.),molar mass (g/mol)
1,-3154.69640,517.89
2,-3562.01610,696.70
3,-5339.31248,666.57